[1]
Density functional theory data (ωB97M-V/def2-TZVPD) for a 6-piece molecular cluster, C34H74N4O6 overall in a non-equilibrium geometry.

Properties
* total charge: +3
* maximum force: 4.181 eV Å⁻¹
* total energy: -2009.38800 Eh
* gap between HOMO and LUMO (alpha / beta): 9.75 / 5.21 eV
* multiplicity: 2
* LUMO energy (alpha / beta): -5.49 / -10.02 eV
* expectation value of S²: 0.757

Each line ends with the Löwdin charge.
Positions of all 118 atoms, in Å:
1 C 4.366 -0.667 -1.748  -0.091
2 C 3.810 -0.384 -0.357  -0.230
3 C 4.851 -0.815 0.657  -0.089
4 N 4.231 -1.391 1.968  -0.226
5 C 3.213 -2.475 1.716  0.021
6 C 5.355 -1.968 2.872  -0.082
7 C 5.160 -1.393 4.283  -0.148
8 C 4.582 -0.043 4.031  -0.165
9 C 3.626 -0.279 2.839  -0.095
10 H 3.670 -0.215 -2.454  0.077
11 H 4.489 -1.731 -1.952  0.077
12 H 5.365 -0.250 -1.874  0.086
13 H 2.902 -0.987 -0.355  0.080
14 H 3.457 0.646 -0.293  0.120
15 H 5.491 0.004 0.985  0.142
16 H 5.499 -1.629 0.331  0.134
17 H 3.703 -3.066 0.942  0.108
18 H 2.293 -1.985 1.398  0.074
19 H 3.080 -3.068 2.621  0.116
20 H 5.441 -3.053 2.817  0.136
21 H 6.288 -1.593 2.452  0.128
22 H 4.447 -2.010 4.829  0.126
23 H 6.109 -1.266 4.805  0.135
24 H 4.192 0.488 4.899  0.128
25 H 5.320 0.663 3.650  0.118
26 H 2.641 -0.542 3.225  0.125
27 H 3.614 0.659 2.283  0.121
28 C -2.285 -8.569 -3.893  -0.056
29 C -1.806 -7.633 -2.731  -0.219
30 C -0.946 -6.437 -3.189  -0.150
31 N -0.474 -5.486 -2.111  -0.230
32 C -1.719 -4.660 -1.655  0.056
33 C 0.567 -4.425 -2.616  -0.046
34 C 1.748 -4.427 -1.638  -0.160
35 C 1.321 -5.197 -0.382  -0.120
36 C 0.309 -6.232 -1.032  -0.070
37 H -1.468 -9.168 -4.294  0.084
38 H -2.663 -7.864 -4.634  0.076
39 H -3.129 -9.159 -3.536  0.085
40 H -1.269 -8.207 -1.975  0.105
41 H -2.692 -7.234 -2.237  0.098
42 H -1.438 -5.832 -3.950  0.137
43 H -0.116 -6.853 -3.760  0.137
44 H -2.053 -4.119 -2.540  0.090
45 H -1.402 -3.968 -0.874  0.099
46 H -2.468 -5.386 -1.338  0.099
47 H 0.051 -3.478 -2.772  0.116
48 H 0.916 -4.888 -3.539  0.130
49 H 1.868 -3.387 -1.333  0.088
50 H 2.765 -4.638 -1.968  0.124
51 H 0.742 -4.534 0.261  0.100
52 H 2.151 -5.582 0.211  0.121
53 H -0.367 -6.714 -0.326  0.136
54 H 0.915 -6.967 -1.563  0.141
55 C -4.852 2.777 2.645  -0.083
56 C -3.387 2.321 2.658  -0.226
57 C -2.613 3.209 3.617  -0.123
58 N -1.069 3.171 3.543  -0.210
59 C -0.577 1.751 4.019  0.070
60 C -0.374 4.232 4.453  -0.069
61 C 1.046 4.342 3.855  -0.155
62 C 0.977 3.816 2.438  -0.153
63 C -0.529 3.642 2.157  -0.070
64 H -5.215 2.690 3.669  0.088
65 H -5.399 2.148 1.944  0.086
66 H -5.041 3.794 2.300  0.068
67 H -3.014 2.420 1.638  0.082
68 H -3.246 1.246 2.771  0.122
69 H -2.965 2.990 4.625  0.139
70 H -2.784 4.280 3.511  0.128
71 H 0.507 1.818 4.108  0.091
72 H -0.776 1.008 3.246  0.085
73 H -1.145 1.585 4.935  0.111
74 H -0.410 3.868 5.480  0.135
75 H -0.883 5.193 4.388  0.133
76 H 1.702 3.673 4.412  0.109
77 H 1.470 5.343 3.939  0.126
78 H 1.423 2.834 2.282  0.092
79 H 1.659 4.461 1.883  0.124
80 H -0.734 2.804 1.490  0.102
81 H -1.054 4.538 1.824  0.118
82 C 1.080 2.718 -3.772  -0.103
83 C 0.021 3.644 -3.325  -0.256
84 C -1.285 3.040 -2.775  -0.045
85 N -2.466 4.111 -2.471  -0.221
86 C -3.046 4.772 -3.713  0.053
87 C -3.546 3.412 -1.650  -0.111
88 C -4.315 4.440 -0.792  -0.120
89 C -3.226 5.429 -0.442  -0.142
90 C -2.055 5.149 -1.389  -0.084
91 H 1.323 2.039 -2.955  0.077
92 H 1.962 3.259 -4.113  0.095
93 H 0.734 2.184 -4.657  0.089
94 H -0.131 4.290 -4.190  0.115
95 H 0.475 4.284 -2.569  0.111
96 H -1.222 2.518 -1.820  0.107
97 H -1.731 2.346 -3.486  0.132
98 H -3.719 4.041 -4.161  0.113
99 H -2.245 5.156 -4.344  0.105
100 H -3.595 5.644 -3.358  0.111
101 H -4.225 2.939 -2.359  0.134
102 H -3.072 2.737 -0.938  0.116
103 H -5.048 4.928 -1.434  0.124
104 H -4.688 4.110 0.178  0.097
105 H -3.473 6.480 -0.591  0.128
106 H -2.948 5.306 0.604  0.098
107 H -1.643 5.952 -2.001  0.134
108 H -1.154 4.710 -0.960  0.112
109 O -3.043 0.135 -1.893  0.121
110 C -2.790 -1.067 -2.517  -0.643
111 O -1.688 -1.537 -2.283  0.120
112 O -3.677 -1.683 -3.215  0.306
113 H -2.263 0.109 -1.334  0.053
114 O 0.336 -1.340 0.086  0.070
115 C 0.000 -0.139 0.584  -0.800
116 O 0.786 0.357 1.447  -0.052
117 O -1.000 0.455 0.144  -0.032
118 H -0.395 -1.487 -0.517  0.064

[2]
Density functional theory data (ωB97M-V/def2-TZVPD) for a 8-piece molecular cluster, C34H76O10 overall.

Properties
* total charge: 0
* maximum force: 0.703 eV Å⁻¹
* total energy: -2093.45086 Eh
* gap between HOMO and LUMO: 9.13 eV
* multiplicity: 1
* LUMO energy: -0.44 eV

Each line ends with the Löwdin charge.
Positions of all 120 atoms, in Å:
1 C 0.001 -0.205 -0.378  -0.107
2 C 1.369 0.470 -0.343  -0.273
3 C 1.372 1.791 0.435  -0.204
4 C 1.003 3.024 -0.417  -0.205
5 C -0.080 3.894 0.229  -0.220
6 C -1.467 3.253 0.165  -0.213
7 C -2.637 4.231 0.344  -0.184
8 C -3.902 3.845 -0.449  -0.157
9 C -5.080 3.356 0.431  -0.131
10 C -5.219 1.876 0.391  -0.121
11 C -5.852 1.088 -0.471  0.101
12 C -5.682 -0.316 -0.039  -0.431
13 O -6.295 -1.289 -0.330  0.155
14 O -4.688 -0.338 0.928  0.135
15 C -4.607 0.964 1.413  -0.379
16 O -4.162 1.210 2.484  0.190
17 H -0.736 0.363 -0.952  0.060
18 H 0.079 -1.185 -0.855  0.065
19 H -0.379 -0.380 0.631  0.073
20 H 1.740 0.610 -1.360  0.102
21 H 2.075 -0.217 0.125  0.083
22 H 0.678 1.702 1.276  0.102
23 H 2.371 1.941 0.851  0.096
24 H 0.644 2.704 -1.400  0.107
25 H 1.891 3.643 -0.554  0.103
26 H -0.104 4.883 -0.240  0.105
27 H 0.198 4.043 1.278  0.116
28 H -1.564 2.723 -0.789  0.100
29 H -1.528 2.483 0.940  0.109
30 H -2.317 5.233 0.048  0.103
31 H -2.893 4.283 1.405  0.110
32 H -3.652 3.053 -1.158  0.104
33 H -4.250 4.702 -1.025  0.106
34 H -6.029 3.775 0.104  0.111
35 H -4.947 3.655 1.470  0.104
36 H -6.402 1.381 -1.351  0.138
37 C 4.785 -3.229 -1.326  -0.058
38 C 3.974 -2.166 -2.050  -0.484
39 C 4.523 -1.933 -3.448  -0.055
40 O 3.977 -0.947 -1.311  -0.074
41 H 5.826 -2.907 -1.232  0.072
42 H 4.390 -3.396 -0.322  0.082
43 H 4.780 -4.176 -1.862  0.066
44 H 2.926 -2.470 -2.106  0.136
45 H 5.560 -1.595 -3.369  0.063
46 H 3.951 -1.168 -3.975  0.078
47 H 4.504 -2.851 -4.040  0.078
48 H 4.897 -0.655 -1.248  0.062
49 C -7.528 -5.275 -0.235  -0.062
50 C -6.732 -5.345 -1.529  -0.504
51 C -5.246 -5.147 -1.283  -0.061
52 O -7.215 -4.380 -2.464  -0.056
53 H -7.398 -4.293 0.229  0.077
54 H -8.590 -5.421 -0.431  0.077
55 H -7.196 -6.034 0.475  0.078
56 H -6.902 -6.312 -2.008  0.134
57 H -5.081 -4.156 -0.851  0.075
58 H -4.689 -5.204 -2.219  0.078
59 H -4.848 -5.892 -0.593  0.078
60 H -7.081 -3.508 -2.072  0.075
61 C -9.509 4.173 3.300  -0.056
62 C -8.992 3.634 1.977  -0.487
63 C -9.805 2.445 1.492  -0.054
64 O -7.609 3.282 2.083  -0.064
65 H -9.444 3.400 4.072  0.083
66 H -8.915 5.028 3.626  0.065
67 H -10.551 4.485 3.220  0.083
68 H -9.020 4.426 1.226  0.140
69 H -9.746 1.628 2.216  0.085
70 H -9.419 2.078 0.540  0.077
71 H -10.855 2.710 1.363  0.082
72 H -7.540 2.575 2.736  0.096
73 C 7.655 -8.032 -1.606  -0.062
74 C 6.862 -6.945 -2.312  -0.501
75 C 7.372 -6.699 -3.724  -0.062
76 O 6.876 -5.735 -1.558  -0.061
77 H 8.705 -7.736 -1.520  0.081
78 H 7.268 -8.195 -0.600  0.080
79 H 7.612 -8.974 -2.154  0.080
80 H 5.809 -7.233 -2.353  0.139
81 H 8.415 -6.368 -3.693  0.078
82 H 6.782 -5.923 -4.212  0.075
83 H 7.323 -7.605 -4.329  0.079
84 H 7.789 -5.435 -1.492  0.087
85 C 8.968 -0.943 -4.867  -0.058
86 C 9.158 -1.277 -3.397  -0.500
87 C 10.530 -1.874 -3.125  -0.062
88 O 8.128 -2.155 -2.945  -0.068
89 H 9.048 -1.850 -5.473  0.082
90 H 7.981 -0.511 -5.035  0.079
91 H 9.722 -0.235 -5.213  0.080
92 H 9.030 -0.372 -2.800  0.136
93 H 10.653 -2.806 -3.685  0.080
94 H 10.647 -2.099 -2.064  0.077
95 H 11.326 -1.191 -3.425  0.080
96 H 8.187 -2.976 -3.448  0.083
97 C 7.372 1.718 1.753  -0.061
98 C 6.171 1.161 1.008  -0.493
99 C 5.422 0.120 1.824  -0.053
100 O 6.571 0.614 -0.251  -0.061
101 H 8.081 0.915 1.977  0.081
102 H 7.888 2.464 1.148  0.078
103 H 7.072 2.178 2.695  0.080
104 H 5.492 1.976 0.750  0.137
105 H 6.079 -0.725 2.050  0.085
106 H 4.565 -0.259 1.265  0.064
107 H 5.069 0.538 2.768  0.082
108 H 7.175 -0.119 -0.082  0.089
109 C -6.436 4.524 6.424  -0.056
110 C -5.451 5.338 5.599  -0.499
111 C -6.056 6.658 5.145  -0.058
112 O -4.989 4.585 4.482  -0.055
113 H -7.319 4.285 5.823  0.067
114 H -5.981 3.586 6.743  0.081
115 H -6.764 5.072 7.308  0.080
116 H -4.556 5.535 6.192  0.137
117 H -6.929 6.472 4.512  0.068
118 H -5.333 7.228 4.561  0.080
119 H -6.374 7.264 5.995  0.080
120 H -5.749 4.385 3.920  0.066